Below is one molecule with the formula C3H5NO3, with properties calculated with ωB97M-V/def2-TZVPD.

Its charge is 0. As for the electronic energy: -397.7957 Eh. As for the SMILES: N[C@@H]1OCC(=O)O1. The calculation puts the energy relative to the best compared isomer or geometry (same formula, charge and spin) at 25.72 kcal per mole. Its molar mass is 103.1 g mol⁻¹.

Last columns: bonded neighbours and bond lengths (Å).
Positions of all 12 atoms, in Å:
1 O -2.08 1.17 0.64  C6 1.194
2 O 1.22 0.52 -0.30  C5 1.417, C7 1.398
3 O -0.90 0.24 -1.05  C6 1.366, C7 1.418
4 N 0.17 -1.55 -0.18  C7 1.436, H8 1.012, H11 1.014
5 C 0.38 1.14 0.65  O2 1.417, C6 1.523, H10 1.093, H12 1.094
6 C -1.03 0.88 0.14  O1 1.194, O3 1.366, C5 1.523
7 C 0.38 -0.38 -0.98  O2 1.398, O3 1.418, N4 1.436, H9 1.095
8 H 1.01 -2.11 -0.09  N4 1.012
9 H 0.77 -0.51 -1.99  C7 1.095
10 H 0.58 2.22 0.65  C5 1.093
11 H -0.58 -2.11 -0.57  N4 1.014
12 H 0.51 0.73 1.66  C5 1.094